{"formula": "C24H44N7O3P2Sr", "method": "ωB97M-V/def2-TZVPD", "elements": ["Sr", "C", "N", "C", "C", "C", "C", "C", "C", "C", "N", "C", "C", "C", "C", "C", "C", "N", "C", "C", "H", "H", "H", "H", "H", "H", "H", "H", "H", "H", "H", "H", "H", "H", "H", "H", "H", "H", "H", "H", "C", "N", "C", "P", "O", "O", "P", "O", "N", "C", "C", "N", "C", "C", "N", "C", "C", "H", "H", "H", "H", "H", "H", "H", "H", "H", "H", "H", "H", "H", "H", "H", "H", "H", "H", "H", "H", "H", "H", "H", "H"], "xyz": [[0.7796, -0.4552, -0.5368], [2.3028, 2.6722, -0.2307], [1.1256, 2.2095, -0.9844], [1.4493, 2.1261, -2.4196], [-0.0351, 3.0475, -0.7696], [0.0461, 4.4275, -0.8419], [-1.0770, 5.2207, -0.6495], [-2.3076, 4.6287, -0.3876], [-2.4045, 3.2570, -0.2957], [-1.2731, 2.4364, -0.4701], [-1.3443, 1.0695, -0.4632], [-2.2365, 0.4024, 0.3183], [-2.6929, 0.9004, 1.5591], [-3.4570, 0.1202, 2.3905], [-3.8126, -1.1649, 1.9824], [-3.4047, -1.6647, 0.7570], [-2.6166, -0.9039, -0.1069], [-2.1740, -1.3600, -1.3564], [-2.3515, -0.4888, -2.5308], [-2.2866, -2.7690, -1.7007], [2.7182, 3.6028, -0.6313], [3.0712, 1.9008, -0.2808], [2.0267, 2.8305, 0.8108], [0.5769, 1.7732, -2.9740], [2.2763, 1.4246, -2.5562], [1.7449, 3.0994, -2.8253], [0.9964, 4.8993, -1.0552], [-0.9928, 6.2966, -0.7177], [-3.1901, 5.2416, -0.2650], [-3.3654, 2.7888, -0.1244], [-2.3707, 1.8838, 1.8735], [-3.7726, 0.4983, 3.3529], [-4.4293, -1.7822, 2.6219], [-3.7482, -2.6450, 0.4651], [-3.0363, -0.9668, -3.2344], [-1.4078, -0.3152, -3.0535], [-2.7681, 0.4713, -2.2465], [-3.1531, -2.9440, -2.3444], [-2.3898, -3.3947, -0.8222], [-1.3791, -3.0974, -2.2016], [5.6084, 0.7785, -0.2269], [4.9352, 0.0927, 0.8656], [5.8163, -0.1954, 1.9929], [3.7152, -0.9926, 0.5681], [3.1305, -0.6615, -0.8016], [4.0597, -2.4076, 0.8501], [1.8924, -3.8098, -1.1439], [0.7573, -2.7968, -1.2268], [2.9188, -3.8776, -2.4187], [4.2946, -3.3976, -2.3167], [2.4177, -4.0801, -3.7723], [1.2009, -5.3323, -1.0863], [2.0292, -6.5273, -1.2123], [0.0124, -5.5411, -0.2683], [2.4262, -0.5330, 1.6784], [1.7547, -1.7004, 2.2677], [2.6924, 0.4760, 2.7065], [5.9213, 1.7753, 0.0951], [4.9425, 0.8708, -1.0809], [6.5014, 0.2330, -0.5517], [6.6934, -0.7661, 1.6735], [5.2948, -0.7884, 2.7416], [6.1516, 0.7381, 2.4505], [4.5684, -3.2822, -1.2696], [4.4038, -2.4274, -2.8080], [4.9624, -4.1200, -2.7914], [1.3900, -4.4401, -3.7474], [3.0323, -4.8216, -4.2880], [2.4485, -3.1486, -4.3452], [2.9163, -6.3114, -1.8008], [1.4512, -7.3020, -1.7190], [2.3314, -6.9035, -0.2315], [-0.5074, -4.5974, -0.1238], [0.2741, -5.9605, 0.7074], [-0.6578, -6.2386, -0.7746], [0.8751, -1.3756, 2.8343], [2.4039, -2.2669, 2.9402], [1.4343, -2.3939, 1.4830], [3.2756, 1.2895, 2.2839], [3.2374, 0.0589, 3.5598], [1.7453, 0.8725, 3.0817]], "forces_ev_per_a": [[-0.1, -0.1, 0.0], [0.0, -0.1, 0.0], [-0.1, 0.1, 0.0], [0.0, -0.1, 0.1], [0.1, 0.0, 0.0], [0.0, 0.0, 0.0], [0.0, 0.0, 0.0], [0.0, 0.1, 0.0], [0.0, 0.0, 0.0], [0.0, 0.2, 0.0], [0.3, -0.1, 0.1], [-0.1, 0.2, -0.2], [-0.1, -0.1, 0.2], [0.0, 0.1, 0.0], [0.0, -0.1, -0.1], [-0.1, -0.1, 0.1], [0.0, -0.2, -0.2], [0.1, 0.4, 0.2], [0.0, -0.1, 0.0], [-0.1, -0.1, 0.0], [0.0, 0.0, 0.0], [0.0, 0.0, 0.0], [0.0, 0.0, 0.0], [0.0, 0.0, 0.0], [0.0, 0.0, 0.0], [0.0, 0.0, 0.0], [0.0, 0.0, 0.0], [0.0, 0.0, 0.0], [0.0, 0.0, 0.0], [0.0, 0.0, 0.0], [0.0, 0.0, 0.0], [0.0, 0.0, 0.0], [0.0, 0.0, 0.0], [0.0, 0.0, 0.0], [0.0, 0.0, 0.0], [0.0, 0.0, 0.0], [0.0, 0.0, 0.0], [0.0, 0.0, 0.0], [0.1, 0.1, 0.1], [0.0, 0.1, -0.2], [0.0, 0.0, 0.0], [0.0, 0.0, 0.0], [0.0, 0.0, 0.0], [0.0, 0.0, -0.1], [0.0, 0.1, 0.0], [0.0, 0.0, 0.0], [0.0, -0.1, 0.0], [0.1, 0.0, 0.1], [0.0, 0.0, -0.1], [0.0, 0.0, 0.0], [0.0, 0.0, 0.0], [0.0, 0.0, 0.1], [0.0, 0.0, 0.0], [0.0, 0.0, 0.0], [0.0, -0.1, -0.1], [-0.1, 0.0, 0.0], [-0.1, 0.0, -0.1], [0.0, 0.0, 0.0], [0.0, 0.0, 0.0], [0.0, 0.0, 0.0], [0.0, 0.0, 0.0], [0.0, 0.0, 0.0], [0.0, 0.0, 0.0], [0.0, 0.0, 0.0], [0.0, 0.0, 0.0], [0.0, 0.0, 0.0], [0.0, 0.0, 0.0], [0.0, 0.0, 0.0], [0.0, 0.0, 0.0], [0.0, 0.0, 0.0], [0.0, 0.0, 0.0], [0.0, 0.0, 0.0], [0.0, 0.0, 0.0], [0.0, 0.0, 0.0], [0.0, 0.0, 0.0], [0.0, 0.1, -0.1], [0.0, 0.0, 0.0], [0.0, 0.0, 0.1], [0.0, 0.0, 0.0], [0.0, 0.0, 0.0], [0.0, 0.0, 0.0]], "e_above_lowest_kj_mol": 240.3, "e_tot_ha": -2263.33343, "lumo_energy_ha": [-0.1146, -0.1695], "total_charge": 1, "homo_energy_ev": [-10.46, -10.29]}